# 1
The following is a quantum chemistry calculation of a molecular structure, C27H19BrCl2N6O6W, from the Open Molecules 2025 dataset.

- 2S+1: 3
- Energy relative to the best compared isomer or geometry (same formula, charge and spin): 0.436 eV

Structure (XYZ):
```
62
C27H19BrCl2N6O6W (wB97M-V/def2-TZVPD)
W 6.489 -11.588 -10.885
O 6.148 -8.599 -13.826
N 4.553 -12.077 -13.619
C 2.090 -11.228 -14.569
C 7.434 -10.675 -8.041
H 6.413 -13.134 -12.942
H 8.368 -14.540 -13.092
N 7.141 -10.115 -9.233
C 9.002 -12.378 -13.230
H 8.238 -6.966 -8.739
N 4.823 -10.070 -10.893
Br 3.679 -11.065 -8.570
O 6.770 -12.526 -6.676
H 9.925 -12.644 -13.776
C 3.539 -12.727 -11.410
O 6.668 -10.418 -12.514
C 5.989 -9.333 -12.856
C 3.498 -12.135 -12.805
H 3.181 -15.301 -10.418
H 1.084 -10.884 -14.895
O 2.491 -13.149 -10.993
H 6.538 -14.167 -11.699
H 5.297 -11.692 -15.453
C 6.958 -12.103 -7.814
C 9.271 -11.406 -12.120
Cl 3.116 -17.384 -8.615
C 3.183 -11.222 -15.377
C 4.400 -11.675 -14.856
C 3.087 -7.970 -11.111
H 9.011 -13.872 -11.684
C 4.032 -15.137 -9.757
C 4.218 -16.061 -8.711
C 8.516 -8.663 -7.306
N 7.007 -13.391 -12.105
H 2.403 -7.156 -11.173
H 8.296 -10.531 -6.130
C 3.921 -9.900 -9.992
C 5.289 -15.983 -7.786
C 5.898 -13.874 -8.855
H 7.314 -8.462 -10.415
C 8.390 -13.595 -12.520
H 1.392 -11.660 -12.652
C 7.493 -8.837 -9.429
N 6.637 -12.706 -9.003
O 8.512 -11.592 -11.071
Cl 5.750 -17.332 -6.788
H 9.120 -8.088 -6.559
H 3.146 -10.908 -16.418
C 4.874 -9.183 -11.905
H 6.917 -14.756 -7.147
C 8.062 -8.056 -8.490
C 4.130 -8.082 -11.999
C 6.108 -14.841 -7.831
H 2.282 -8.743 -9.227
C 2.243 -11.668 -13.274
N 4.783 -12.933 -10.760
O 10.040 -10.532 -12.203
C 3.006 -8.870 -10.013
C 4.882 -14.037 -9.803
H 4.269 -7.323 -12.732
H 8.292 -11.875 -13.928
C 8.160 -9.982 -7.039
```

Results of the natural (NBO) charge analysis, in e, for atoms 1 through 8: 1.957 -0.581 -0.457 -0.180 0.165 0.437 0.193 -0.476



# 2
The following is a quantum chemistry calculation of a molecular structure, C6H7NO, from the Open Molecules 2025 dataset.

- Energy relative to the best compared isomer or geometry (same formula, charge and spin): 2.264 eV

Structure (XYZ):
```
15
C6H7NO (wB97M-V/def2-TZVPD)
H -0.665 2.631 -0.736
H 0.074 -0.874 -2.531
C 0.787 -1.531 -0.492
C -0.587 1.367 1.054
H -2.218 1.635 -0.544
H -1.393 1.170 1.781
C -0.220 0.415 -0.642
N 0.096 0.211 0.674
C 0.747 -0.975 0.810
C 0.237 -0.600 -1.450
H 1.536 -3.189 0.099
H 0.104 2.222 1.397
C -1.123 1.693 -0.363
O 1.332 -2.756 -0.749
H 1.293 -1.420 1.693
```

Results of the natural (NBO) charge analysis, in e, for atoms 1 through 8: 0.216 0.242 0.254 -0.168 0.225 0.193 0.174 -0.349



# 3
The following is a quantum chemistry calculation of 2 unconnected molecules or ions with the total composition CCl3F3NOPS, from the Open Molecules 2025 dataset.

- Energy relative to the best compared isomer or geometry (same formula, charge and spin): 0.787 eV

Structure (XYZ):
```
11
CCl3F3NOPS (wB97M-V/def2-TZVPD)
N -1.612 0.350 -1.129
F 1.861 -0.091 -2.170
C 1.480 -0.744 -1.053
O 0.184 -0.284 1.328
S 0.515 0.464 0.171
P -2.495 0.485 0.128
Cl -2.150 2.262 1.159
Cl -4.440 0.276 -0.267
F 0.872 -1.843 -1.386
F 2.584 -1.000 -0.359
Cl -2.620 -0.734 1.749
```

Results of the natural (NBO) charge analysis, in e, for atoms 1 through 8: -1.092 -0.315 0.808 -0.817 1.274 1.425 -0.274 -0.188



# 4
The following is a quantum chemistry calculation of a molecular structure, C58H53N6S3Ti, from the Open Molecules 2025 dataset.

- Charge: +2
- 2S+1: 2
- Energy relative to the best compared isomer or geometry (same formula, charge and spin): 0.022 eV

Structure (XYZ):
```
121
C58H53N6S3Ti (wB97M-V/def2-TZVPD)
C -2.871 1.617 1.198
H -2.881 -1.766 -5.552
C 1.484 -4.085 0.001
C 0.817 4.284 4.195
N 0.383 2.393 -0.360
C -1.022 -2.169 4.408
H -2.200 -4.134 -5.643
H -4.991 1.303 1.232
H -2.789 -5.536 -0.517
H -0.627 -5.041 -3.967
C -3.682 4.733 -2.824
C -0.604 -1.794 5.795
H 3.493 5.013 2.248
C -3.478 4.336 1.145
H -4.976 3.024 -2.815
H 0.483 -3.681 4.180
N -0.128 0.549 1.446
C 1.325 -0.574 3.343
H 1.955 0.060 0.013
H -2.175 6.261 -2.750
C -1.812 -3.492 -4.863
C -3.492 -2.911 -0.148
C 2.019 4.855 3.798
H -3.180 1.449 -2.134
C 2.122 0.845 5.149
H -1.060 -0.860 6.119
H 2.534 5.539 4.459
C -2.053 -3.189 1.948
C -4.194 2.034 1.206
H 4.316 0.577 -0.501
S -0.198 1.962 1.118
C 1.087 0.293 4.410
C 3.457 0.582 4.838
C 0.158 3.408 3.349
H 4.756 -0.503 3.501
C -4.494 3.388 1.183
H -3.667 -4.354 1.400
H 5.081 -4.202 -1.353
H 3.698 -0.624 -4.566
Ti 0.141 -1.401 1.785
C 1.851 -5.081 -0.894
S -0.161 -0.916 -1.532
C -1.388 4.342 -2.234
N -0.351 -1.555 -0.230
C 3.666 0.201 -1.280
H 1.895 1.495 5.986
C 3.715 -3.192 -0.062
C -2.089 -1.547 3.753
H -2.564 -0.687 4.209
C 4.150 0.010 -2.567
C -0.931 -4.004 -3.920
C 3.145 -5.123 -1.390
N 3.001 -1.686 2.034
H -0.781 2.963 3.650
H 0.479 -1.702 5.877
C -2.394 5.212 -2.612
C 1.992 -0.779 -3.286
C 4.069 -4.172 -0.974
H -2.606 0.567 1.207
C 2.672 -0.812 3.066
S -0.335 1.931 -1.659
H -1.634 -5.708 0.790
H -0.379 4.704 -2.078
H 3.228 3.082 -5.817
C -1.693 2.994 -2.080
H -3.460 -1.577 2.116
H 2.424 2.916 -1.612
H -2.752 -2.239 -0.575
C -2.095 -4.985 0.117
H -4.281 -2.314 0.309
H 4.444 -2.471 0.276
C 2.557 2.852 -5.001
C 2.559 4.562 2.554
H 2.302 3.486 0.713
H 5.183 0.237 -2.794
C 0.420 2.075 -4.232
C -0.832 -1.853 -2.878
H -4.464 5.416 -3.125
C -0.388 -3.214 3.735
H -5.527 3.711 1.196
H -0.576 1.703 -4.433
H 4.253 1.019 5.424
C -2.590 -2.047 2.555
H -1.993 -0.286 -3.781
H -3.955 -3.477 -0.957
C 0.702 3.133 2.100
C -2.195 -2.159 -4.815
H -1.325 -4.572 -0.537
C 0.852 2.288 -2.925
H 1.346 -1.162 -4.065
C -1.868 2.575 1.175
C -0.440 -3.186 -2.917
C -1.699 -1.324 -3.822
H 0.393 4.522 5.160
N -0.937 0.514 -1.792
H 3.436 -5.894 -2.089
H -0.405 -4.580 2.099
C 1.896 3.703 1.689
H -1.356 4.666 1.125
H -0.926 -2.578 6.483
C 1.284 2.362 -5.272
C -2.847 -3.880 0.847
C 2.346 -0.098 -0.986
C 2.971 3.052 -3.694
C 3.316 -0.475 -3.565
C -2.152 3.933 1.142
C 2.413 -3.151 0.424
C 1.524 -0.588 -1.993
H 0.966 2.211 -6.294
C 3.741 -0.256 3.781
H 0.248 -3.569 -2.177
C 2.115 2.770 -2.636
C -2.972 2.499 -2.275
C -3.971 3.388 -2.652
N 2.007 -2.170 1.419
H -3.719 5.390 1.128
C -0.889 -3.712 2.528
H 1.123 -5.824 -1.194
H 0.468 -4.042 0.361
H 0.066 0.541 4.686
H 3.962 3.433 -3.491
```

Results of the Mulliken charge analysis, in e, for atoms 1 through 8: 0.135 0.504 -0.067 -0.975 -0.102 0.922 0.423 0.537



# 5
The following is a quantum chemistry calculation of 2 unconnected molecules or ions with the total composition C4H9ClO2, from the Open Molecules 2025 dataset.

- Energy relative to the best compared isomer or geometry (same formula, charge and spin): 5.415 eV

Structure (XYZ):
```
16
C4H9ClO2 (wB97M-V/def2-TZVPD)
H -0.282 -0.903 -1.162
H -1.463 -0.855 1.554
O -0.298 -1.789 -0.457
C 0.352 -1.065 0.523
H 0.625 -1.796 1.242
O 1.020 0.059 -1.411
C 1.688 1.182 0.467
H 2.571 1.448 -0.373
H 1.858 1.362 1.566
C -0.733 -0.068 1.154
H -0.392 0.425 2.033
Cl -1.799 0.783 -0.017
H 1.530 1.508 -1.704
C 1.529 -0.308 -0.158
H 0.930 1.830 0.199
H 2.417 -0.926 -0.044
```

Results of the natural (NBO) charge analysis, in e, for atoms 1 through 8: 0.502 0.228 -0.723 0.070 0.193 -0.700 -0.595 0.189



# 6
The following is a quantum chemistry calculation of C6H9N in the gas phase, from the Open Molecules 2025 dataset.

- Energy relative to the best compared isomer or geometry (same formula, charge and spin): 0.118 eV

Structure (XYZ):
```
16
C6H9N (wB97M-V/def2-TZVPD)
C 1.485 -0.965 0.031
C -1.348 1.469 -0.147
H -1.280 2.311 -0.846
H -1.238 -1.765 1.445
H -1.925 -1.461 -0.159
H 1.379 2.186 -0.275
H -2.195 0.850 -0.471
H -1.610 1.871 0.840
C -0.998 -1.704 0.375
H 3.160 0.459 -0.405
C 0.083 -0.693 0.103
C 2.120 0.216 -0.243
N 1.168 1.203 -0.346
H 1.964 -1.929 0.166
C -0.085 0.656 -0.121
H -0.680 -2.702 0.051
```

Results of the natural (NBO) charge analysis, in e, for atoms 1 through 8: -0.302 -0.642 0.216 0.213 0.211 0.406 0.226 0.216



# 7
The following is a quantum chemistry calculation of C13H25N3O2S in the gas phase, from the Open Molecules 2025 dataset.

- Energy relative to the best compared isomer or geometry (same formula, charge and spin): 2.561 eV

Structure (XYZ):
```
44
C13H25N3O2S (wB97M-V/def2-TZVPD)
H -1.855 -1.522 2.735
H 0.887 0.078 0.409
H -3.275 1.317 -1.379
S -3.997 -1.049 -0.527
C 3.857 0.243 0.374
C 1.828 2.431 -0.241
H 1.511 2.374 1.888
H 4.108 0.902 -0.459
H 2.398 -2.795 -2.110
H 2.948 0.378 2.321
N -2.799 1.240 -0.486
C 4.003 -1.883 -0.988
H -1.909 2.866 0.378
H 4.802 -0.098 0.805
H -2.785 -2.180 1.357
C 3.101 -0.979 -0.148
H 2.884 -3.703 -0.675
H 0.269 -1.995 1.610
C -0.529 1.966 -0.886
H -1.575 -3.411 -0.378
C 1.780 1.670 1.089
C 3.129 1.034 1.466
H 3.790 1.837 1.801
H 2.713 -1.555 0.696
H 2.072 1.745 -1.053
H -1.240 0.332 1.246
C 0.470 3.061 -0.557
C 3.249 -3.101 -1.505
H 2.599 3.200 -0.184
C -1.895 -1.616 1.646
N -2.028 -0.287 1.083
H 4.397 -1.313 -1.833
H 3.899 -3.722 -2.117
C -2.840 -0.025 0.050
C -0.658 -3.129 0.112
H 4.853 -2.210 -0.384
H 0.247 -3.569 -0.272
N -1.740 2.114 -0.277
H 0.562 3.693 -1.442
O -0.295 1.049 -1.640
H 2.259 -0.673 -0.774
C -0.654 -2.286 1.127
O 0.725 0.729 1.106
H 0.123 3.671 0.277
```

Results of the natural (NBO) charge analysis, in e, for atoms 1 through 8: 0.201 0.492 0.409 -0.272 -0.399 -0.427 0.176 0.199



# 8
The following is a quantum chemistry calculation of a molecular structure, C4H4O2, from the Open Molecules 2025 dataset.

- Energy relative to the best compared isomer or geometry (same formula, charge and spin): 2.169 eV

Structure (XYZ):
```
10
C4H4O2 (wB97M-V/def2-TZVPD)
H 0.437 -1.253 1.483
C -0.578 -0.797 -0.469
C 0.598 -0.758 0.523
H 1.536 -1.109 0.079
H -1.239 1.397 -1.023
O -1.527 -1.532 -0.554
C 0.372 0.757 0.424
C -0.465 0.672 -0.808
H -0.003 1.462 1.167
O 0.870 1.160 -0.822
```

Results of the natural (NBO) charge analysis, in e, for atoms 1 through 8: 0.240 0.563 -0.533 0.247 0.210 -0.521 0.074 -0.059



# 9
The following is a quantum chemistry calculation of a molecular structure, C9H13BNiO6, from the Open Molecules 2025 dataset.

- Charge: +2
- 2S+1: 3
- Total energy: -63528.283 eV

Structure (XYZ):
```
30
C9H13BNiO6 (wB97M-V/def2-TZVPD)
H 0.047 -4.217 0.862
O 1.382 -1.510 -0.584
C 0.669 -3.580 0.152
C 0.432 -2.080 0.299
O 1.679 0.129 -2.288
C 0.618 1.950 0.295
H -1.508 0.693 1.064
C 1.511 0.988 0.069
H -2.482 2.152 0.992
Ni -1.065 -4.707 1.974
C -1.876 1.471 0.390
O 3.623 0.547 1.196
H 1.690 -3.857 0.406
O 2.562 2.562 1.497
H 0.385 -3.942 -0.833
B 1.492 -0.223 -1.001
H -0.916 3.329 -0.153
C 2.705 1.202 0.910
H 0.588 -1.758 1.334
O -1.980 -0.160 -1.300
O 0.712 3.648 2.037
H -3.697 0.484 -0.268
C 1.312 2.842 1.360
H -0.655 2.046 -1.336
C -2.761 0.865 -0.679
H -0.580 -1.815 -0.019
H 2.376 -0.317 -2.784
H -3.020 1.645 -1.404
C -0.717 2.263 -0.266
H -2.526 -0.649 -1.923
```

Results of the natural (NBO) charge analysis, in e, for atoms 1 through 8: -0.016 -0.703 -0.498 -0.082 -0.875 0.073 0.202 -0.371



# 10
The following is a quantum chemistry calculation of C5H9NO in the gas phase, from the Open Molecules 2025 dataset.

- Energy relative to the best compared isomer or geometry (same formula, charge and spin): 2.303 eV

Structure (XYZ):
```
16
C5H9NO (wB97M-V/def2-TZVPD)
C 1.285 1.813 -0.490
H 0.106 -0.256 -1.975
C 0.418 -0.555 -1.001
C -0.468 -1.540 -0.263
C -0.737 -0.846 1.009
C -0.643 0.651 0.817
H -1.670 -0.670 1.437
H -1.708 0.980 0.526
N 0.451 0.707 -0.243
O 1.076 2.873 0.152
H -0.069 -2.525 -0.213
H -1.363 -1.613 -0.875
H -0.315 1.221 1.738
H 1.476 -0.784 -1.375
H 2.228 1.738 -1.130
H -0.066 -1.195 1.887
```

Results of the natural (NBO) charge analysis, in e, for atoms 1 through 8: 0.512 0.192 -0.220 -0.434 -0.432 -0.197 0.228 0.186



# 11
The following is a quantum chemistry calculation of a molecular structure, C47H71OP3SScSiTe, from the Open Molecules 2025 dataset.

- Charge: +1
- Total energy: -126509.474 eV

Structure (XYZ):
```
126
C47H71OP3SScSiTe (wB97M-V/def2-TZVPD)
H -4.815 -4.145 -0.372
H -6.598 7.196 -0.062
C -2.102 -2.914 2.987
C -4.608 2.534 -2.342
H -5.451 5.047 -2.359
H -1.029 -3.996 1.480
H -4.990 7.890 -0.226
C 3.821 -3.324 -2.160
H 2.071 -0.250 -6.289
H -3.323 4.743 3.035
H 4.832 1.053 -0.218
C 0.607 1.427 -3.129
H -0.241 1.751 5.842
H -1.332 3.512 -4.034
H 3.883 -2.714 1.983
C 0.942 2.189 -4.256
H -4.027 3.119 2.975
H 3.032 2.613 -3.034
H -1.020 4.140 0.248
Sc -0.509 0.472 0.390
H 1.466 -3.182 0.979
C -4.019 -2.124 -0.082
H -2.751 -5.403 2.579
O -0.412 0.725 2.482
C 2.055 -1.863 -1.332
C -2.045 -3.618 1.625
C -1.139 4.564 -0.752
C 0.763 0.034 -3.145
C -3.952 3.194 0.039
H 3.061 1.607 -1.600
H -5.703 -1.287 0.974
C 1.422 1.598 -5.407
C -3.966 4.132 1.081
P 2.341 -0.269 0.926
H -1.031 -4.725 -4.781
H -2.401 3.384 2.355
C 4.605 1.508 0.745
H 4.491 -0.232 1.954
C -5.650 7.104 -0.596
H -4.517 6.114 1.660
H -5.431 1.835 -2.172
C -5.032 4.794 -1.391
H -0.352 5.304 -0.914
C -4.772 -3.183 -0.884
C 3.401 1.313 2.941
C -0.769 -2.520 -2.185
C -4.516 5.388 0.854
C -2.979 -4.831 1.677
H 2.963 4.313 0.153
C -2.085 -4.464 -1.588
H -2.254 -6.025 -3.043
C 2.006 3.796 0.052
C 1.057 -2.572 1.787
H -0.199 2.680 4.307
C -1.856 -5.043 -2.823
H -2.094 5.086 -0.778
H -4.018 -1.210 -0.680
H -2.704 -4.997 -0.886
C -4.508 3.515 -1.203
H -5.842 7.289 -1.651
C -0.633 -3.089 -3.457
H 2.029 2.920 0.708
C 3.822 0.580 1.666
H -2.533 1.776 4.064
H 5.552 1.765 1.225
H 0.776 -3.234 2.608
H -5.063 -2.742 1.729
C -1.196 4.208 -3.209
H 5.776 -3.041 -1.312
C 2.503 -2.894 -2.164
H -4.350 -3.336 -1.875
H -2.911 0.094 3.623
C 3.021 2.642 -1.948
S -0.607 0.382 3.953
C 4.739 -2.729 -1.309
C -1.166 -4.324 -3.784
H -4.223 -1.194 1.905
H -2.002 2.883 -1.757
C -5.049 5.742 -0.380
H -2.062 4.874 -3.189
H -1.507 -2.001 2.993
C 0.115 1.768 4.812
C 2.068 -1.546 2.267
H -5.801 -2.840 -1.014
H -3.129 -2.654 3.247
H 1.589 -1.574 -4.318
H -3.710 1.928 -2.456
H 1.197 1.665 4.791
C 1.790 3.372 -1.405
C 2.980 -1.329 -0.415
H 4.133 -4.118 -2.828
H -2.862 -5.513 0.840
H -1.721 -3.573 3.770
H 1.667 2.204 -6.269
H 4.243 1.883 3.338
H 0.144 -2.105 1.410
H 1.807 -3.375 -2.840
H 4.068 2.436 0.566
C 3.310 -2.262 2.794
H -2.517 0.488 5.327
H 2.999 -3.070 3.460
P 0.274 2.308 -1.562
H -4.026 -4.539 1.739
H 1.610 4.264 -2.013
Si 0.326 -1.061 -1.629
C 1.640 0.227 -5.419
C -4.783 -1.823 1.214
H 3.970 -1.612 3.368
H 1.231 4.463 0.417
H 1.621 -0.980 3.090
H -0.095 -2.555 -4.225
Te -3.233 1.230 0.385
P -2.194 -2.347 0.254
H 3.079 0.620 3.720
C -2.323 0.731 4.282
H 5.029 -1.330 0.265
C 4.312 -1.751 -0.427
H 0.869 3.267 -4.222
C -3.394 3.833 2.439
C -1.114 3.507 -1.855
H 2.589 2.018 2.743
C -1.590 -3.198 -1.261
H -4.800 3.056 -3.279
H 3.929 3.146 -1.615
H -0.319 4.829 -3.408
C 1.333 -0.524 -4.300
```

Results of the Mulliken charge analysis, in e, for atoms 1 through 8: 0.209 0.331 -1.229 -1.690 0.358 0.224 0.380 -1.117